1.
Density functional theory data (ωB97M-V/def2-TZVPD) for a structure of composition C48H46Cl5CrN4O5P2SSi2.

The value obtained for the highest occupied orbital energy (alpha / beta) is -2.82 / -2.96 eV. The charge is -2. Its relative energy (zero: lowest compared OMol25 entry of this formula, charge and spin) is 0.00 kcal/mol. As for the multiplicity: 4. The calculation puts the frontier orbital gap (alpha / beta) at 6.7 / 6.9 eV.

Element x y z (Å)
Cr -0.890 -0.059 0.373
C 2.168 -1.525 3.628
Si 1.538 0.232 3.226
C 0.131 0.800 4.359
C 3.055 1.239 3.815
N 1.005 0.319 1.604
P 1.625 0.965 0.278
C 0.625 0.632 -1.093
P 0.658 -0.981 -1.663
N 0.098 -2.104 -0.665
Si 0.424 -3.765 -0.413
C -0.282 -4.908 -1.785
C 2.278 -4.214 -0.270
C -0.293 -4.593 1.135
C -0.368 -0.910 -3.196
C -0.274 0.223 -4.002
C -1.050 0.338 -5.145
C -1.910 -0.690 -5.509
C -1.987 -1.834 -4.728
C -1.220 -1.939 -3.576
C 2.214 -1.402 -2.568
C 3.205 -0.440 -2.733
C 4.387 -0.748 -3.388
C 4.580 -2.019 -3.911
C 3.566 -2.963 -3.816
C 2.389 -2.652 -3.155
C 3.387 0.447 0.225
C 3.586 -0.918 0.442
C 4.861 -1.456 0.428
C 5.954 -0.630 0.195
C 5.764 0.725 -0.034
C 4.483 1.264 -0.026
C 1.748 2.790 0.315
C 1.038 3.557 -0.600
C 1.067 4.941 -0.535
C 1.813 5.577 0.444
C 2.550 4.821 1.342
C 2.514 3.438 1.279
H 2.291 -1.668 4.707
H 1.480 -2.280 3.252
H 3.143 -1.683 3.159
H -0.327 1.695 3.932
H 0.487 1.042 5.364
H -0.645 0.037 4.448
H 3.393 0.821 4.767
H 3.894 1.173 3.116
H 2.819 2.291 3.987
H 0.182 -4.774 -2.766
H -0.130 -5.952 -1.495
H -1.358 -4.756 -1.900
H 2.921 -3.616 -0.914
H 2.618 -4.079 0.761
H 2.430 -5.266 -0.531
H 0.041 -5.635 1.164
H 0.045 -4.098 2.042
H -1.383 -4.590 1.141
H 0.387 1.024 -3.694
H -1.000 1.241 -5.742
H -2.527 -0.592 -6.395
H -2.661 -2.637 -5.004
H -1.300 -2.813 -2.938
H 3.037 0.550 -2.332
H 5.165 0.000 -3.487
H 5.516 -2.271 -4.397
H 3.698 -3.946 -4.255
H 1.594 -3.383 -3.077
H 2.715 -1.540 0.626
H 5.010 -2.516 0.597
H 6.955 -1.045 0.194
H 6.621 1.364 -0.216
H 4.337 2.320 -0.214
H 0.464 3.050 -1.363
H 0.488 5.528 -1.238
H 1.797 6.656 0.520
H 3.150 5.310 2.102
H 3.081 2.848 1.984
Cl -2.930 -2.777 -0.025
C -3.255 -1.447 -1.074
C -2.453 -0.290 -0.994
C -2.844 0.707 -1.918
Cl -2.043 2.232 -1.935
C -3.883 0.561 -2.834
Cl -4.274 1.829 -3.936
C -4.616 -0.615 -2.874
Cl -5.886 -0.820 -4.018
C -4.299 -1.623 -1.976
Cl -5.202 -3.092 -2.015
O -4.322 0.409 2.214
C -3.457 -0.338 2.635
C -3.580 -1.098 3.968
C -2.415 -2.073 3.933
C -1.612 -1.592 2.725
O -0.522 -2.029 2.401
N -2.285 -0.653 2.023
H -4.559 -1.575 4.016
H -3.511 -0.375 4.783
H -2.739 -3.096 3.725
H -1.790 -2.083 4.826
O -1.685 6.193 1.709
S -2.157 5.000 2.374
O -2.417 5.156 3.787
N -1.217 3.713 2.074
C -1.866 2.788 1.387
O -1.369 1.707 0.998
C -3.300 3.124 1.100
C -4.257 2.342 0.475
C -5.525 2.876 0.293
C -5.835 4.159 0.733
C -4.879 4.931 1.382
C -3.625 4.387 1.556
H -4.028 1.331 0.175
H -6.285 2.281 -0.200
H -6.831 4.557 0.578
H -5.103 5.927 1.743

Löwdin population analysis, charges in e, atoms 1 to 6: 0.71 -0.17 0.39 -0.14 -0.19 -0.27



2.
Density functional theory data (ωB97M-V/def2-TZVPD) for a structure of composition C48H47AsO3P3Pd.

The value obtained for the highest occupied orbital energy is -10.34 eV. The charge is +1. Its relative energy (zero: lowest compared OMol25 entry of this formula, charge and spin) is 0.00 kcal/mol. As for the multiplicity: 1. The calculation puts the frontier orbital gap at 7.5 eV.

Element x y z (Å)
Pd -0.269 -0.342 -0.125
C -0.893 -2.823 1.928
C 0.367 -2.245 2.565
P 0.748 -0.583 1.864
C 0.310 0.546 3.224
C -0.929 0.347 3.834
C -1.329 1.152 4.889
C -0.501 2.174 5.334
C 0.730 2.380 4.727
C 1.140 1.566 3.680
C 2.554 -0.509 1.722
C 3.416 -1.497 2.187
C 4.791 -1.339 2.066
C 5.317 -0.188 1.499
C 4.462 0.803 1.032
C 3.091 0.636 1.131
P -0.727 -2.583 0.126
C 0.628 -3.643 -0.419
C 0.990 -4.820 0.233
C 2.048 -5.579 -0.245
C 2.728 -5.179 -1.387
C 2.357 -4.017 -2.052
C 1.315 -3.241 -1.564
C -2.253 -3.181 -0.616
C -3.467 -2.666 -0.162
C -4.653 -3.097 -0.730
C -4.633 -4.025 -1.763
C -3.425 -4.519 -2.234
C -2.232 -4.096 -1.665
H -1.783 -2.269 2.229
H -1.049 -3.867 2.204
H 1.210 -2.894 2.319
H 0.297 -2.181 3.648
H -1.593 -0.436 3.481
H -2.289 0.986 5.361
H -0.813 2.806 6.156
H 1.381 3.171 5.075
H 2.108 1.731 3.227
H 3.044 -2.398 2.657
H 5.449 -2.117 2.430
H 6.390 -0.064 1.422
H 4.865 1.705 0.587
H 2.426 1.393 0.742
H 0.450 -5.152 1.112
H 2.334 -6.487 0.268
H 3.546 -5.780 -1.764
H 2.882 -3.720 -2.950
H 1.021 -2.321 -2.059
H -3.487 -1.909 0.616
H -5.596 -2.701 -0.374
H -5.561 -4.358 -2.209
H -3.407 -5.232 -3.047
H -1.290 -4.479 -2.037
O -0.438 -0.373 -3.873
C -0.980 0.177 -2.934
O -1.419 -0.422 -1.867
C -1.282 1.673 -2.997
C -1.406 2.261 -4.248
C -1.773 3.591 -4.377
C -2.004 4.356 -3.242
C -1.857 3.791 -1.985
C -1.498 2.453 -1.844
P -1.289 1.784 -0.152
C -2.982 1.472 0.429
C -3.940 1.051 -0.494
C -5.204 0.676 -0.065
C -5.525 0.715 1.286
C -4.578 1.132 2.209
C -3.310 1.509 1.787
C -0.598 3.204 0.750
C -1.284 4.062 1.602
C -0.613 5.116 2.209
C 0.733 5.334 1.953
C 1.415 4.502 1.073
C 0.751 3.441 0.479
H -1.228 1.643 -5.120
H -1.884 4.032 -5.359
H -2.290 5.395 -3.335
H -2.010 4.406 -1.107
H -3.691 1.002 -1.545
H -5.940 0.354 -0.791
H -6.516 0.429 1.617
H -4.827 1.177 3.262
H -2.580 1.831 2.519
H -2.339 3.919 1.795
H -1.150 5.775 2.879
H 1.247 6.160 2.426
H 2.459 4.684 0.850
H 1.261 2.795 -0.230
C 3.393 1.935 -3.137
As 2.855 0.162 -2.606
C 2.448 -0.784 -4.235
C 4.399 -0.738 -1.859
O 1.666 0.268 -1.474
H 4.001 1.899 -4.041
H 3.959 2.400 -2.332
H 2.486 2.508 -3.324
H 3.385 -0.984 -4.754
H 1.782 -0.184 -4.848
H 1.937 -1.715 -4.003
H 4.802 -1.456 -2.573
H 4.068 -1.255 -0.959
H 5.172 -0.019 -1.592

Löwdin population analysis, charges in e, atoms 1 to 6: 0.51 -0.36 -0.35 0.96 -0.33 -0.12